1.
# C19H28NO4Ti

A structure of composition C19H28NO4Ti in a non-equilibrium geometry (the ωB97M-V functional and the def2-TZVPD basis, the OMol25 dataset).

XYZ file:
```
53
C19H28NO4Ti | the OMol25 dataset | the ωB97M-V functional and the def2-TZVPD basis
H -0.39 2.04 -6.99
H 0.65 -2.71 -2.20
H -2.40 -1.70 -1.06
C -2.10 -0.75 -0.63
H 1.77 -2.04 -7.81
C 2.04 -1.24 -1.22
O 1.81 2.99 1.30
C 1.70 -1.15 -8.44
H -0.68 -2.16 -7.61
O 0.44 0.49 -2.73
H -1.64 2.59 -0.63
C 0.44 -0.39 -8.04
O 1.08 1.56 -0.18
H 1.41 2.07 -7.21
H 2.92 -0.17 0.55
C 0.93 -2.15 -1.31
H 1.69 2.11 -3.03
H 2.76 -1.03 -2.01
H 0.41 -0.59 -4.51
C -1.67 1.52 -0.41
C -0.79 -1.26 -8.22
H -1.20 1.43 1.78
H -0.26 2.98 -4.85
H -1.75 -1.21 1.55
C 0.49 1.48 -7.35
H -0.44 -2.97 0.25
Ti 0.13 0.00 -0.70
C 0.33 0.96 -8.76
H -1.86 1.36 -3.81
H -0.91 -1.01 -3.40
C 0.35 -2.27 -0.01
H -0.65 1.19 -9.20
H -1.70 -0.71 -7.94
C -1.73 -0.49 0.73
C 1.07 -1.41 0.89
C -1.43 0.90 0.86
H 0.84 1.62 -5.16
H 0.90 -1.30 1.96
H -1.54 0.66 -5.39
C 0.62 1.91 -3.11
C -0.33 -0.18 -3.81
C -1.08 0.96 -4.45
N 1.28 1.93 1.20
H -2.57 0.68 -2.28
H 1.64 -1.45 -9.49
O 0.57 0.16 -6.68
C -2.10 0.51 -1.32
C 0.05 1.99 -4.51
H 0.08 2.53 -2.40
H -0.88 -1.56 -9.27
H 2.58 -0.52 -8.30
C 2.12 -0.79 0.14
H 1.15 1.20 -9.43
```

relative energy (zero: lowest compared OMol25 entry of this formula, charge and spin)	0.0	kcal per mole
HOMO	-0.4399	Ha
charge	+1
HOMO-LUMO gap	0.2972	Eh
LUMO	-3.88	eV
total energy	-52943.7367	eV

=====

2.
# C19H29BBrClNO12S3

A cluster of 3 separate species, C19H29BBrClNO12S3 in total in a non-equilibrium geometry (the ωB97M-V functional and the def2-TZVPD basis, the OMol25 dataset).

XYZ file:
```
67
C19H29BBrClNO12S3 | the OMol25 dataset | the ωB97M-V functional and the def2-TZVPD basis
H 2.07 1.79 -2.94
C 1.77 -2.82 -0.12
H -2.36 -1.47 -1.44
O -0.47 0.06 -0.82
Br 2.42 -0.22 0.81
H -5.39 1.21 2.22
H -0.61 -1.68 -3.01
O -3.80 2.18 -0.39
C 4.13 0.07 4.48
H -0.28 1.93 0.88
S -4.55 1.00 -0.57
H -1.39 -3.57 0.13
H 3.70 -2.30 -0.92
S 2.35 -0.35 6.18
C 0.46 -0.87 -1.33
C -0.37 -2.00 -2.01
C -0.25 2.57 -1.17
H -1.88 1.30 -2.13
C -6.72 0.61 0.61
O 2.50 0.02 7.54
C 1.14 -1.42 -0.06
H -7.11 -0.32 0.18
H -0.07 3.66 -3.02
C 0.27 4.00 0.71
S 1.75 -1.10 -3.91
Cl 4.49 1.46 -3.81
H 0.18 -2.93 -2.12
N 0.51 5.08 -0.03
H 5.21 0.19 4.43
O 3.79 -0.75 5.62
H -2.49 -3.30 -3.09
H -5.78 -0.53 2.21
C 1.14 -0.06 -2.52
C -5.60 0.34 1.59
H 1.11 -0.46 -4.89
H -7.54 1.17 1.05
H -3.26 -3.79 -1.55
B -0.71 1.14 -1.82
O 4.33 -0.19 -1.84
C -0.10 2.76 0.21
O -4.40 0.15 -1.69
H 3.32 -4.00 -0.98
H 3.92 2.00 5.45
O -1.56 -2.63 0.06
O -4.46 0.09 0.75
C 2.90 -3.01 -1.11
H -1.66 -4.35 -1.97
C 2.26 1.00 -2.23
H 0.35 -1.48 0.66
H 0.95 -3.52 -0.29
H 0.57 5.79 -1.97
C -2.34 -3.50 -2.04
H 3.23 1.93 3.81
H 2.14 -3.03 0.88
O 1.40 -1.32 5.79
C 0.01 3.72 -1.94
O 2.15 0.96 5.29
C 0.38 4.92 -1.35
H 0.38 4.12 1.78
O 0.07 0.68 -2.99
C 3.68 0.57 -2.44
O -6.11 1.38 -0.43
C -1.70 -2.31 -1.32
H 2.16 1.44 -1.25
C 3.40 1.37 4.72
H 2.55 -2.95 -2.13
H 3.78 -0.42 3.57
```

HOMO	-0.1907	Ha
charge	-1
HOMO-LUMO gap	0.2693	Eh
LUMO	2.14	eV
total energy	-161982.3169	eV

=====

3.
# C19H29BrCl16FN4O2P

A cluster of 5 separate species, C19H29BrCl16FN4O2P in total in a non-equilibrium geometry (the ωB97M-V functional and the def2-TZVPD basis, the OMol25 dataset).

XYZ file:
```
73
C19H29BrCl16FN4O2P | the OMol25 dataset | the ωB97M-V functional and the def2-TZVPD basis
Cl 3.80 -5.59 -0.06
Cl 3.43 -4.45 -2.69
H 2.68 -0.35 -4.38
H 1.74 -1.74 -2.30
H 3.18 4.36 -1.87
H 1.05 1.93 -3.12
N -5.35 3.80 -1.19
Cl 5.34 -6.60 -2.30
H 2.75 2.70 -0.61
H -4.04 2.16 0.47
N -1.40 -0.27 -0.83
O 1.30 -2.03 2.18
Cl 2.49 -7.16 -2.12
H -3.66 0.92 -0.88
H -3.55 -0.28 0.86
C -2.88 0.43 6.58
Cl -0.32 -6.38 -6.77
C -3.58 2.01 -0.55
Cl 3.71 -0.06 7.38
Br 3.64 -2.03 0.11
H -1.60 2.12 1.49
H 1.61 0.33 3.24
H 3.49 1.65 -2.01
Cl 0.90 -3.83 -6.16
C -2.91 -0.34 1.80
C -0.51 -0.15 -1.99
C 0.95 0.30 -1.55
Cl -3.14 2.18 6.75
F -3.19 0.73 2.72
C 2.67 2.36 -1.70
H 0.49 2.55 -1.52
H -4.92 2.09 -2.36
H 0.92 2.06 2.62
H -1.57 -1.29 -0.81
H 1.84 4.00 -2.72
Cl -4.38 -0.33 6.00
C 1.88 -0.62 -2.47
Cl 2.37 2.49 7.67
H -3.28 -1.27 2.34
H -0.16 2.48 0.48
C 2.22 0.84 7.04
H -3.57 3.30 -2.38
H 2.83 1.01 0.62
C 1.44 1.07 2.39
C -2.05 2.42 -0.64
C 0.82 -0.05 0.02
Cl 2.47 -5.92 -7.42
Cl 1.95 0.89 5.29
P 1.40 -1.83 0.48
C 1.80 0.75 1.02
H -1.28 -1.68 1.28
C -1.11 1.84 0.50
O -1.04 -0.35 -3.08
C -0.72 0.31 0.38
C -4.35 2.84 -1.71
H -1.71 2.24 -1.70
Cl -2.44 -0.26 8.15
Cl 1.65 -6.19 -4.65
Cl -1.58 0.15 5.41
H 0.86 -2.88 2.37
H -4.99 4.75 -1.12
C 1.20 1.79 -1.99
N 1.76 -0.37 -3.92
Cl 0.85 0.02 7.83
N 2.78 3.64 -2.50
C 3.76 -5.95 -1.80
C 1.18 -5.58 -6.25
H 2.96 -0.42 -2.18
H 1.30 -1.19 -4.33
C -1.37 -0.57 1.54
H -0.84 -0.46 2.54
H -5.79 3.48 -0.33
H -2.04 3.56 -0.51
```

relative energy (zero: lowest compared OMol25 entry of this formula, charge and spin)	96.9	kcal per mole
HOMO	-0.2675	Ha
charge	0
HOMO-LUMO gap	0.2235	Eh
LUMO	-1.20	eV
total energy	-312628.3550	eV
SMILES string	C=C[C@@]1(P(O)Br)[C@@](CCF)(CCCCN)NC(=O)[C@@]1(CN)CCN.ClC(Cl)(Cl)Cl.ClC(Cl)(Cl)Cl.ClC(Cl)(Cl)Cl.ClC(Cl)(Cl)Cl